No. 1
{"formula": "C30H41N3O3P2Ti", "method": "ωB97M-V/def2-TZVPD", "species": ["Ti", "P", "P", "N", "H", "C", "H", "H", "H", "C", "H", "H", "H", "C", "H", "H", "H", "C", "H", "H", "H", "C", "H", "H", "H", "C", "H", "H", "H", "C", "C", "C", "C", "C", "C", "H", "H", "H", "H", "H", "C", "O", "C", "H", "H", "H", "C", "H", "H", "H", "O", "C", "N", "C", "C", "O", "N", "C", "C", "C", "C", "C", "C", "C", "C", "C", "C", "C", "C", "H", "H", "H", "H", "H", "H", "H", "H", "H", "H", "H"], "coordinates": [[0.2285, -0.4913, 0.3490], [2.6812, -0.2938, -0.0541], [-2.5463, 0.2474, 0.4265], [0.0110, 0.4916, -1.2015], [1.7066, 0.3713, 0.7064], [3.2469, -1.6429, -1.0583], [4.3442, -1.6855, -0.9726], [2.9677, -1.4778, -2.1067], [2.8217, -2.5924, -0.7283], [3.7878, -0.2028, 1.3396], [4.7487, -0.6208, 1.0273], [3.3641, -0.7748, 2.1687], [3.9117, 0.8378, 1.6623], [3.1638, 1.1475, -1.0280], [4.2623, 1.2543, -1.0027], [2.7182, 2.0753, -0.6545], [2.8545, 1.0441, -2.0770], [-3.6281, -1.0104, -0.4270], [-4.7051, -0.7759, -0.3575], [-3.4158, -2.0006, -0.0001], [-3.3228, -1.0224, -1.4830], [-3.3687, 0.3461, 2.0951], [-4.4599, 0.1739, 2.0236], [-3.1762, 1.3360, 2.5445], [-2.9165, -0.4163, 2.7505], [-3.1837, 1.7983, -0.3909], [-4.2737, 1.9381, -0.2448], [-2.9583, 1.7265, -1.4680], [-2.6217, 2.6501, 0.0259], [-0.0475, 1.2978, -2.3316], [0.0627, 1.7444, -4.8041], [0.0192, 0.8600, -3.6896], [-0.0985, 2.7185, -2.2168], [-0.0487, 3.6189, -3.3032], [0.0303, 3.1368, -4.6142], [0.1045, 1.3688, -5.8682], [0.0496, -0.2131, -3.9252], [-0.1667, 3.1355, -1.2004], [-0.0913, 4.7168, -3.1009], [0.0560, 3.8311, -5.4279], [-0.5563, -2.7802, 1.0350], [-1.0560, -2.1487, 0.0640], [0.5492, -3.7009, 0.8332], [1.1794, -4.0708, 1.7426], [1.4093, -3.3952, 0.0481], [-0.0503, -4.6439, 0.3680], [-0.9347, -2.5137, 2.3840], [-2.1184, -2.5140, 2.4328], [-0.5926, -1.5195, 2.9874], [-0.5305, -3.3065, 3.1262], [-0.5516, 3.1851, 0.9254], [-0.1401, 2.5566, 1.8367], [0.1607, 3.1249, 3.1080], [0.4351, 2.1161, 4.0993], [0.6610, 0.9202, 3.2008], [1.1803, -0.1518, 3.5575], [0.1606, 1.2329, 1.9647], [1.6353, 2.5309, 4.9589], [2.8732, 1.9087, 4.8408], [3.9462, 2.3277, 5.6188], [3.7637, 3.3773, 6.5243], [2.5294, 4.0108, 6.6316], [1.4613, 3.5705, 5.8548], [-0.7945, 1.7654, 4.9169], [-0.7308, 0.6229, 5.7108], [-1.8505, 0.1903, 6.4070], [-3.0407, 0.9140, 6.3140], [-3.0998, 2.0628, 5.5308], [-1.9673, 2.5044, 4.8470], [-0.0266, 4.1164, 3.2754], [2.9839, 1.0755, 4.1594], [4.9017, 1.8107, 5.5248], [4.6063, 3.7008, 7.1313], [2.3904, 4.8301, 7.3319], [0.4938, 4.0401, 5.9589], [0.2049, 0.0680, 5.7485], [-1.7796, -0.7058, 7.0254], [-3.9282, 0.5620, 6.8427], [-4.0221, 2.6364, 5.4587], [-2.0117, 3.4193, 4.2548]], "atomic_forces_ev_per_a": [[-1.632, 5.624, -2.829], [-0.345, -0.828, -1.169], [-1.010, 0.253, 0.004], [1.171, -1.911, 1.578], [-2.008, 1.417, 1.105], [1.342, -0.850, -0.853], [-0.130, -0.274, -0.310], [-0.026, -0.020, 0.286], [0.218, 0.147, -0.051], [0.664, -0.410, 0.544], [0.061, 0.138, 0.328], [0.182, 0.031, 0.022], [-0.049, -0.210, -0.105], [0.292, 0.384, -0.619], [-0.343, -0.107, -0.001], [-0.023, -0.263, 0.101], [-0.017, -0.038, 0.300], [0.257, 0.201, 0.142], [0.470, -0.029, 0.038], [-0.239, 0.286, -0.182], [-0.114, -0.084, 0.244], [-0.064, 0.003, -0.133], [0.478, 0.140, 0.090], [-0.064, -0.420, -0.175], [-0.267, 0.316, -0.112], [0.241, -0.179, 0.195], [0.551, -0.159, -0.033], [-0.073, 0.080, 0.385], [-0.285, -0.291, -0.238], [0.254, 1.050, -0.825], [-0.118, 0.000, 0.084], [0.058, -0.328, -0.675], [0.051, 0.659, 0.474], [-0.171, -0.350, 0.557], [-0.019, -0.778, 0.944], [-0.021, 0.153, 1.476], [-0.012, 0.388, 0.330], [0.045, -0.297, -0.551], [0.058, -1.095, -0.173], [0.035, 0.128, -0.461], [1.808, 1.940, -1.370], [0.508, -1.237, 0.776], [2.832, -3.820, -2.005], [-1.685, 0.801, -1.368], [-2.641, -0.669, 1.557], [1.744, 1.536, 0.929], [-2.629, 0.395, 5.191], [2.261, 0.086, 0.110], [-0.520, -1.746, -2.035], [-0.812, 1.080, -1.368], [-0.854, 1.025, -2.072], [1.141, -0.024, 4.158], [-0.321, 0.734, -1.105], [0.468, 1.076, 0.340], [-0.134, 0.121, -1.184], [-0.705, 0.538, -0.860], [0.537, -3.000, -0.218], [-0.367, -0.521, -0.237], [0.119, 0.042, 0.029], [-0.289, 0.166, 0.184], [0.369, -0.118, -0.176], [0.007, -0.187, -0.052], [0.399, 0.217, 0.301], [-0.040, -0.113, 0.333], [-0.137, -0.123, 0.160], [0.052, 0.103, 0.036], [-0.176, -0.175, -0.020], [0.092, 0.058, 0.195], [-0.164, -0.034, 0.046], [0.129, -0.837, 0.063], [0.055, 0.068, 0.060], [-0.189, 0.246, 0.104], [-0.192, 0.000, -0.042], [0.045, -0.123, -0.098], [-0.134, 0.037, 0.015], [-0.217, 0.073, 0.058], [-0.133, 0.241, -0.156], [0.234, 0.155, -0.134], [0.150, -0.151, 0.048], [-0.012, -0.337, 0.072]], "lowdin_charge": [0.614, 0.651, 0.848, -0.101, -0.073, -0.252, 0.053, 0.063, 0.011, -0.229, 0.051, 0.044, 0.064, -0.213, 0.063, 0.063, 0.053, -0.272, 0.045, 0.022, 0.044, -0.270, 0.044, 0.029, 0.011, -0.257, 0.047, 0.039, 0.019, -0.396, -0.109, -0.057, -0.056, -0.098, -0.131, 0.108, 0.094, 0.080, 0.108, 0.080, -0.615, -0.158, -0.062, 0.118, 0.090, 0.149, -0.054, 0.131, 0.134, 0.118, 0.069, -0.562, 0.138, -0.304, -0.437, -0.007, 0.080, -0.131, -0.019, -0.070, -0.092, -0.076, -0.030, -0.156, -0.022, -0.071, -0.092, -0.085, -0.039, 0.156, 0.092, 0.104, 0.100, 0.103, 0.116, 0.122, 0.105, 0.102, 0.105, 0.116], "charge": 0, "gap_ev": [5.70, 5.70], "homo_energy_ev": [-6.33, -6.33], "total_energy_ha": -3089.8409}

=====

No. 2
{"formula": "C9H20NP2", "method": "ωB97M-V/def2-TZVPD", "species": ["C", "P", "N", "C", "C", "C", "C", "C", "C", "P", "C", "C", "H", "H", "H", "H", "H", "H", "H", "H", "H", "H", "H", "H", "H", "H", "H", "H", "H", "H", "H", "H"], "coordinates": [[2.9530, 1.3409, -1.5669], [1.5384, 1.5360, -0.7577], [0.2862, 2.2215, -1.5368], [-1.0049, 2.7020, -1.0599], [0.9075, 0.2659, 0.4432], [0.5174, 0.8089, 1.8458], [-0.5642, -0.2015, 2.3704], [-1.5360, -0.3910, 1.1876], [-2.4142, -1.6148, 1.3073], [-0.5741, -0.4070, -0.3578], [-0.0205, -2.1034, -0.6033], [1.0755, -2.1440, -1.6779], [3.2486, 1.9930, -2.4676], [3.6079, 0.5677, -1.3831], [0.6860, 3.0978, -2.0031], [-0.7854, 3.6157, -0.5022], [-1.5146, 2.6573, -2.0596], [-1.5431, 1.9361, -0.3434], [1.5735, -0.5140, 0.6488], [-0.1458, 1.6753, 1.6722], [1.4505, 0.9179, 2.4420], [-0.0303, -1.1674, 2.4247], [-0.8670, 0.1387, 3.4019], [-2.1337, 0.5286, 1.1148], [-3.1298, -1.3431, 0.5759], [-2.9905, -1.5439, 2.2764], [-2.0120, -2.4977, 0.9347], [0.3104, -2.6107, 0.3146], [-0.8574, -2.6458, -1.0058], [1.9253, -1.6387, -1.1972], [1.1708, -3.3050, -1.7124], [0.8725, -1.8754, -2.7255]], "atomic_forces_ev_per_a": [[-1.509, 2.845, -2.057], [0.629, -2.655, 0.475], [2.252, 2.681, -0.765], [-1.277, -2.165, 0.913], [0.027, 2.338, 0.200], [-1.163, -0.201, -0.559], [2.261, -0.208, -0.259], [0.541, 0.642, 1.845], [-1.923, 2.922, 1.000], [-1.086, -0.359, -0.963], [-0.308, 0.179, -0.474], [0.115, -2.930, 0.925], [-0.720, -0.962, 1.580], [1.410, -1.371, 1.076], [-0.447, -1.739, 0.111], [-1.052, 0.275, -0.508], [-0.499, 1.053, 1.470], [1.191, 1.609, -1.602], [1.611, -1.007, -0.307], [1.103, 0.570, 0.522], [-1.070, 0.428, -0.093], [-0.288, 0.107, 0.653], [-0.363, -0.578, -1.272], [-0.312, -0.289, 0.131], [-1.490, -0.349, -0.858], [0.939, -0.927, -0.906], [0.897, -1.789, 0.407], [0.047, 0.141, -0.259], [-0.593, -0.325, 0.044], [0.327, -0.483, -0.964], [0.984, 1.998, -0.228], [-0.236, 0.547, 0.723]], "nbo_charge": [-0.865, 1.597, -0.917, -0.422, -0.831, -0.400, -0.398, -0.504, -0.620, 0.841, -0.732, -0.624, 0.286, 0.267, 0.426, 0.217, 0.255, 0.223, 0.273, 0.200, 0.244, 0.196, 0.249, 0.215, 0.220, 0.240, 0.221, 0.226, 0.245, 0.190, 0.241, 0.239], "smiles": "C=P(=[NH+]C)[C@H]1CC[C@H](C)P1CC", "charge": 1, "gap_ev": 7.53, "homo_energy_ev": -12.22, "e_above_lowest_kcal_mol": 22.7, "total_energy_ha": -1092.0147}

=====

No. 3
{"formula": "C5H6O", "method": "ωB97M-V/def2-TZVPD", "species": ["O", "C", "C", "C", "C", "C", "H", "H", "H", "H", "H", "H"], "coordinates": [[-0.0554, 2.3196, -0.5653], [0.8057, 1.6402, -0.0417], [0.7804, 0.1646, -0.0220], [-0.2435, -0.5296, -0.9045], [-0.6396, -0.8840, 0.4469], [-0.9783, -1.8663, 1.2906], [1.6858, 2.1049, 0.4464], [-0.4651, 0.0840, 1.0846], [1.6866, -0.3559, 0.2702], [-0.8638, 0.1901, -1.4394], [0.1239, -1.3456, -1.5244], [-0.5720, -1.8415, 2.3089]], "atomic_forces_ev_per_a": [[0.291, -0.232, 0.222], [-0.127, -0.010, -0.041], [0.611, 0.436, -0.489], [-0.017, -0.105, 0.031], [-0.591, -0.462, 0.397], [0.422, 0.425, -0.194], [-0.145, -0.028, -0.033], [-0.166, -0.107, 0.096], [-0.144, 0.062, -0.041], [0.085, -0.093, 0.095], [-0.037, 0.095, 0.119], [-0.179, 0.018, -0.164]], "nbo_charge": [-0.530, 0.358, -0.294, -0.452, -0.323, -0.121, 0.125, 0.342, 0.239, 0.255, 0.237, 0.163], "charge": 0, "gap_ev": [7.26, 7.59], "homo_energy_ev": [-8.08, -8.58], "e_above_lowest_kcal_mol": 137.9, "total_energy_ha": -269.1265}

=====

Copy entry 3 word for word.
{"formula": "C5H6O", "method": "ωB97M-V/def2-TZVPD", "species": ["O", "C", "C", "C", "C", "C", "H", "H", "H", "H", "H", "H"], "coordinates": [[-0.0554, 2.3196, -0.5653], [0.8057, 1.6402, -0.0417], [0.7804, 0.1646, -0.0220], [-0.2435, -0.5296, -0.9045], [-0.6396, -0.8840, 0.4469], [-0.9783, -1.8663, 1.2906], [1.6858, 2.1049, 0.4464], [-0.4651, 0.0840, 1.0846], [1.6866, -0.3559, 0.2702], [-0.8638, 0.1901, -1.4394], [0.1239, -1.3456, -1.5244], [-0.5720, -1.8415, 2.3089]], "atomic_forces_ev_per_a": [[0.291, -0.232, 0.222], [-0.127, -0.010, -0.041], [0.611, 0.436, -0.489], [-0.017, -0.105, 0.031], [-0.591, -0.462, 0.397], [0.422, 0.425, -0.194], [-0.145, -0.028, -0.033], [-0.166, -0.107, 0.096], [-0.144, 0.062, -0.041], [0.085, -0.093, 0.095], [-0.037, 0.095, 0.119], [-0.179, 0.018, -0.164]], "nbo_charge": [-0.530, 0.358, -0.294, -0.452, -0.323, -0.121, 0.125, 0.342, 0.239, 0.255, 0.237, 0.163], "charge": 0, "gap_ev": [7.26, 7.59], "homo_energy_ev": [-8.08, -8.58], "e_above_lowest_kcal_mol": 137.9, "total_energy_ha": -269.1265}